Computed, not measured: 14 unconnected molecules or ions with the total composition C8H40O13 in a non-equilibrium geometry, with wB97M-V/def2-TZVPD.

```
61
Properties=species:S:1:pos:R:3:forces:R:3:lowdin_charge:R:1
H -1.544 -3.130 -3.066 -0.1 -0.7 -0.6 0.06
H -0.828 0.287 3.589 0.6 -0.6 0.0 0.02
O -3.427 1.729 2.087 0.0 0.4 -0.7 -0.09
C -1.049 -0.168 -0.402 0.1 -1.3 -0.7 0.07
H 2.854 -3.745 -1.143 -0.1 -0.2 0.0 0.07
H -1.006 2.131 3.975 -0.3 0.2 -0.2 0.03
H 2.523 -1.192 -4.114 0.5 0.6 0.1 0.06
H -1.672 2.373 2.558 0.0 -0.3 0.4 0.00
O -1.147 -0.029 4.445 -1.1 0.5 0.3 -0.05
O -0.278 4.895 -1.335 0.1 -0.6 0.2 -0.07
H -1.524 2.813 -0.091 -0.5 -0.1 0.2 0.05
O -1.884 2.801 -0.981 -0.1 -0.1 -0.4 -0.06
O 2.217 -0.957 -3.236 -0.6 -0.5 0.5 -0.05
H 1.359 4.435 1.920 0.5 -0.2 0.2 0.05
H -2.225 -3.291 -1.403 0.6 0.4 -0.5 0.09
H -1.023 0.649 0.274 -0.2 0.1 1.0 0.05
H 0.285 -3.955 1.798 -0.4 0.0 -0.1 0.08
H -2.846 2.837 -0.932 0.0 -0.1 0.4 0.08
C 1.269 -1.481 1.408 1.0 -0.8 1.0 -0.12
H -0.769 -0.843 4.776 0.5 0.0 -0.5 0.05
H 2.080 -0.276 -0.133 -0.4 -0.1 -0.1 0.07
O -0.840 2.401 3.063 0.4 0.2 -0.3 -0.07
H 3.753 2.508 -1.830 0.0 -0.2 -0.5 0.05
H -2.405 -1.341 1.357 0.4 -0.1 0.5 0.04
H -1.176 -3.063 2.331 0.2 0.2 -0.4 0.07
C -0.462 -1.373 -0.355 0.0 0.9 0.8 -0.28
H -3.511 2.000 3.004 -0.5 -0.6 0.1 0.04
H 2.307 2.616 1.207 0.3 0.5 0.4 0.01
H 1.648 -2.120 2.214 0.3 0.6 0.1 0.12
H 0.745 -4.186 -2.722 0.1 -0.4 -0.2 0.01
H 0.257 -2.983 -1.430 -0.5 0.3 -0.3 0.06
H 1.499 0.672 1.169 -0.5 -0.3 0.2 0.06
H -2.532 -0.776 2.909 0.5 -0.6 -0.2 0.04
H 1.867 -2.868 -0.393 0.0 -0.2 0.2 0.02
O 1.990 -3.777 -0.709 0.7 0.1 0.0 -0.05
H -1.070 -3.659 0.614 0.1 -0.4 1.0 0.08
C 0.184 -2.013 0.857 -0.9 1.1 0.2 -0.29
H -2.407 -1.818 -2.351 -0.1 0.2 0.0 0.06
O 2.962 2.290 1.844 0.4 -0.5 0.0 -0.08
O -2.809 -0.736 1.986 -1.0 0.2 -0.1 -0.05
H -3.507 0.743 1.942 0.4 1.0 0.6 0.02
H -1.871 2.002 -2.805 0.7 -0.9 0.3 -0.02
H -1.150 4.697 -1.698 -0.1 0.5 -0.1 0.03
H -2.213 0.760 -3.868 0.8 -0.2 0.6 0.03
C -0.369 -2.109 -1.657 0.6 -1.2 0.5 -0.25
H -0.075 3.979 -1.087 0.5 0.4 -0.2 0.01
O -2.369 1.639 -3.534 -1.5 1.0 -1.0 -0.05
H 0.826 4.789 0.614 0.7 0.1 -0.5 0.04
H 3.027 0.041 1.197 0.3 -1.2 1.1 0.06
C -1.710 -2.627 -2.140 -0.5 0.3 0.2 -0.08
O 1.669 4.472 1.002 -1.6 0.4 0.2 -0.06
H 3.683 1.694 -0.614 0.0 -0.5 0.0 0.02
H 1.582 -3.073 -3.211 -0.2 -0.4 -0.5 0.00
H 3.410 3.044 2.242 -0.2 0.1 -0.3 0.05
H 0.257 -1.536 -2.389 -1.1 -0.3 0.5 0.11
H 2.745 -0.293 -2.774 0.3 0.0 -0.6 0.02
O 1.139 -3.880 -3.548 0.4 0.6 0.3 -0.07
O 3.691 1.576 -1.576 0.0 0.6 0.5 -0.05
H -1.641 -0.048 -1.300 0.2 0.7 -0.2 0.06
C -0.500 -3.258 1.482 0.4 0.5 -1.7 -0.02
C 2.014 -0.265 0.962 -0.2 1.0 -1.7 -0.08
```
Positions in Å, forces in eV/Å.

Calculated values
Molecular weight   344.4 g mol⁻¹
LUMO level   0.038 eV
Kohn-Sham gap   9.190 eV
Energy above the lowest of the compared OMol25 structures with the same formula, charge and spin   1.7081 eV
HOMO level   -0.33632 hartree

Computed, not measured: a molecular structure, C8H48B2O40 in a non-equilibrium geometry, with wB97M-V/def2-TZVPD.

```
98
Properties=species:S:1:pos:R:3:forces:R:3:lowdin_charge:R:1
H 4.712 -4.398 -0.080 -0.5 0.5 -0.5 0.10
O 4.261 -0.192 2.448 -0.6 0.5 -0.8 -0.06
H 5.295 1.642 -0.509 0.8 -0.1 -0.4 0.07
O 2.893 2.902 0.497 0.7 0.8 -0.1 -0.03
O -1.658 -0.529 2.519 0.6 1.4 -1.6 0.11
H 3.321 -3.739 -0.021 -1.0 0.3 0.8 0.00
C -5.261 0.722 3.546 6.1 -3.5 6.3 -0.42
H -1.021 3.294 -2.856 0.2 1.4 0.4 0.01
H 4.827 -0.654 -0.493 0.1 0.6 0.0 -0.03
O -0.775 4.921 2.035 0.5 -0.4 0.4 -0.07
O -0.795 -3.558 -3.683 -1.0 1.2 -2.0 -0.03
O -5.141 0.010 4.536 -1.2 0.9 -0.6 0.15
H 0.975 -1.477 -4.803 0.3 -0.2 -1.1 0.00
C -6.372 0.984 2.832 -11.9 -3.4 3.2 -0.52
H -1.638 2.021 -2.270 0.0 0.1 -0.2 0.01
O 3.428 -0.254 -4.779 0.1 2.3 -1.7 -0.06
H -2.038 2.025 4.448 0.4 0.0 -0.3 -0.04
H -1.288 5.187 1.290 -0.7 0.5 -0.8 -0.02
H -2.814 -1.937 -1.761 -0.3 -0.9 -0.7 0.06
O -1.359 -3.160 1.779 -0.9 0.1 0.4 -0.01
O -0.373 -0.712 0.784 2.0 -0.7 -2.4 0.28
O -2.883 4.130 0.330 -0.8 -0.4 -2.2 0.13
O -2.448 -1.480 -1.017 0.1 -0.9 0.6 0.01
H 3.917 1.689 -0.025 -2.1 1.1 0.2 -0.04
O 1.240 1.245 -4.517 0.7 -0.2 0.4 -0.02
H -0.866 -0.851 -3.685 1.1 -0.7 0.3 -0.05
O -4.212 1.226 2.981 0.1 1.4 -1.2 0.29
H -2.585 -0.595 -1.303 0.1 1.8 0.0 0.01
H 2.303 3.246 -0.171 -1.0 0.3 -0.6 0.03
O -1.335 2.269 1.996 -0.2 -0.7 0.8 0.17
H -0.627 -3.505 -2.753 0.7 -0.2 1.2 -0.05
O 1.800 -0.107 0.007 -0.4 2.0 3.5 0.31
O -2.737 3.558 4.158 -2.2 1.1 0.3 -0.08
O -1.686 1.211 4.817 0.1 -0.3 0.4 -0.06
H -1.816 0.570 4.108 -0.1 -0.1 0.2 -0.01
H 2.582 0.175 -4.574 0.3 -0.8 0.5 -0.03
O 0.736 4.026 -1.216 0.4 -2.6 -0.4 -0.01
H -1.882 -2.301 4.741 -0.2 0.3 -0.5 -0.01
O -6.210 1.558 1.786 2.7 3.9 -6.1 0.35
H 2.961 -3.801 -1.998 1.6 -0.6 0.9 -0.05
H 0.469 1.631 -4.114 -1.0 0.3 0.2 0.01
H 4.706 -2.963 -3.655 -0.7 -1.1 -0.1 0.03
O -0.342 -3.279 -1.195 -0.5 0.2 0.4 -0.02
C 0.898 -0.502 -1.951 -0.2 -1.8 -6.5 -0.40
C -0.696 1.377 1.490 -3.9 4.3 2.2 -0.42
O -3.530 -2.067 3.934 -1.0 0.3 0.4 -0.06
B 0.378 0.255 -0.014 1.1 0.8 0.2 -0.87
H 1.674 -3.969 1.188 -0.3 -0.7 0.6 0.07
H -4.079 -1.290 4.195 0.5 -0.7 0.4 0.02
O 0.766 -1.081 -3.030 0.7 0.8 2.3 0.10
H -3.211 -1.770 3.088 0.6 -0.2 -0.7 0.00
O 1.665 3.188 3.041 1.1 -0.5 -0.7 -0.11
H -0.686 -4.440 -3.972 0.3 -1.4 -0.1 0.02
H -3.407 3.149 4.777 0.9 0.8 -1.1 0.08
H -0.992 -2.267 1.803 -0.1 -0.6 0.0 0.00
C -1.001 -0.008 1.611 -3.2 -3.3 5.6 -0.36
H -3.239 4.221 3.597 0.9 -1.3 0.9 0.09
O 4.674 1.149 0.015 1.6 -1.1 -0.2 -0.03
H 2.595 3.132 3.417 -1.8 -0.2 -1.2 0.06
H 3.597 3.578 0.497 -0.4 -0.4 0.4 0.10
B -4.761 1.774 1.744 1.2 0.0 -0.8 -0.83
H -1.595 -1.335 -4.998 0.5 0.3 0.9 0.04
C 2.075 -0.494 -1.147 4.5 -5.0 -1.8 -0.39
H 0.124 3.369 -0.823 0.5 0.1 -0.3 0.05
H 4.152 -1.122 2.312 0.2 -1.2 0.5 0.00
O 5.410 -1.381 -0.281 0.8 -0.3 0.3 -0.07
C -3.454 1.872 -0.030 0.0 -2.9 -2.1 -0.45
H 3.620 -1.032 -4.313 0.1 -1.5 1.3 -0.04
O 3.028 -1.207 -1.453 -0.7 1.7 0.2 0.13
H -0.579 -1.727 4.107 -0.2 0.2 -0.6 -0.02
H 4.786 -2.089 -0.131 0.0 -0.5 -0.2 -0.03
O 0.141 1.590 0.599 3.6 -0.9 -3.7 0.30
O -4.372 3.166 1.492 -3.5 -0.8 2.4 0.29
O 1.755 -3.083 0.865 0.9 -0.5 -1.7 0.02
H 0.297 -3.156 -0.514 1.6 -0.5 0.6 0.00
O -2.748 1.482 -0.899 2.2 0.2 -2.4 0.17
H -1.002 3.967 2.061 0.4 0.4 0.4 -0.01
O -0.972 -2.027 4.914 0.7 -0.6 1.4 -0.07
H 1.380 -2.501 1.488 -0.6 1.1 1.4 0.04
H -0.703 -3.814 1.592 0.6 -0.2 -0.2 0.01
H 1.332 1.560 -5.405 -0.2 0.3 -0.7 0.06
O 4.100 -3.796 -0.550 1.7 -1.0 0.0 -0.04
O -1.127 2.378 -3.017 0.0 -1.4 -0.4 -0.03
C -3.661 3.190 0.455 4.3 5.1 1.3 -0.42
O 2.229 -3.725 -2.569 -1.1 -0.6 -1.0 -0.02
O -4.109 1.022 0.646 -2.0 -0.6 1.8 0.31
O -7.519 0.613 3.177 2.1 0.5 0.1 0.12
O 0.878 -1.948 -5.663 0.2 0.6 0.5 -0.08
H 1.673 2.895 2.073 0.7 0.7 2.2 0.02
H 4.032 0.066 1.531 0.6 0.6 0.7 0.00
H 0.300 -2.643 -5.360 -0.3 -0.7 0.1 -0.02
H -0.931 -2.575 -0.910 -1.3 0.4 -0.3 0.02
O -1.568 -0.672 -4.286 -2.2 0.6 -1.3 -0.06
H 0.352 4.808 -0.920 -0.8 2.5 0.9 0.02
O 5.046 -2.149 -3.336 1.5 0.8 -1.8 -0.02
H 1.995 -2.819 -2.401 -0.6 0.8 -0.5 -0.01
O 0.007 0.156 -1.383 -3.5 2.1 1.3 0.33
H 4.732 -2.001 -2.474 -0.7 0.2 1.9 -0.04
```
Positions in Å, forces in eV/Å.

Calculated values
Charge   -2
Molecular weight   806.1 g mol⁻¹
LUMO level   3.341 eV
Kohn-Sham gap   8.819 eV
Energy above the lowest of the compared OMol25 structures with the same formula, charge and spin   1.7678 eV
HOMO level   -0.20130 hartree

Computed, not measured: a molecular structure, C8H4AsF5N4OPdS4, with wB97M-V/def2-TZVPD.

```
28
Properties=species:S:1:pos:R:3:forces:R:3:mulliken_spin:R:1
N -3.101 -0.381 -0.127 -0.1 -0.2 0.1 0.00
F 0.008 0.415 -2.718 -0.1 0.0 0.0 0.00
S 6.337 -4.634 2.870 0.0 0.0 0.0 0.52
N -1.523 -1.069 1.370 -0.1 -0.1 0.0 0.00
S 7.789 -2.097 2.591 0.0 0.0 0.0 0.52
C -2.545 2.700 -1.537 0.0 -0.1 0.0 0.00
H -3.579 0.051 0.641 0.0 0.1 0.0 0.00
C -0.762 2.595 0.088 -0.1 0.0 0.0 0.00
F -0.275 3.047 1.260 0.0 0.0 0.0 0.00
S 4.978 -2.432 0.239 0.1 0.1 0.0 0.12
As 5.735 -2.661 2.246 0.0 0.1 0.0 -0.05
C -1.974 3.092 -0.333 0.0 0.0 0.0 0.00
Pd 2.918 -1.752 1.284 0.1 -0.5 0.0 0.70
H -1.409 -1.115 -1.824 0.0 0.0 0.0 0.00
F -3.802 3.088 -1.882 0.0 0.0 0.0 0.00
F -2.423 1.287 -3.425 0.1 0.1 0.0 0.00
H -3.489 -0.339 -1.050 0.0 0.1 0.0 0.00
C -1.844 1.785 -2.301 0.0 0.0 0.1 0.00
O 1.099 1.150 -0.258 -0.3 0.0 -0.1 0.00
N 0.755 -2.012 1.602 0.0 0.2 0.2 0.00
N -1.279 -1.553 -0.926 0.0 0.0 0.0 0.00
H -0.309 -1.782 -0.745 0.0 0.0 0.0 0.01
C -0.617 1.304 -1.895 0.0 0.0 -0.1 0.00
C -1.934 -1.002 0.126 0.1 0.1 -0.1 0.00
F -2.646 3.975 0.440 0.0 0.0 0.0 0.00
C -0.312 -1.576 1.511 0.1 0.1 0.0 0.01
S 4.188 -1.711 3.400 0.0 0.0 0.0 0.17
C 0.016 1.630 -0.648 0.1 0.1 0.0 0.00
```
Positions in Å, forces in eV/Å.

Calculated values
⟨S²⟩   2.012
Charge   -2
Molecular weight   576.7 g mol⁻¹
LUMO level (alpha / beta)   4.148 / 4.147 eV
Kohn-Sham gap (alpha / beta)   5.500 / 5.992 eV
Energy above the lowest of the compared OMol25 structures with the same formula, charge and spin   0.0000 eV
HOMO level (alpha / beta)   -0.04971 / -0.06781 hartree
2S+1   3